one:
Entry from OMol25: the molecule C4H8N2 (ωB97M-V with the def2-TZVPD basis set).

For the HOMO-LUMO gap, the calculation gives 9.777 eV. The SMILES is C[C@H]1CC=NN1.

Geometry as ORCA input:
```
! RIJCOSX wB97M-V def2-TZVPD def2/J DEFGRID3
* xyz 0 1
C -1.11 -1.31 0.60
C -0.44 0.03 0.24
C 1.11 0.25 0.41
C 1.38 1.18 -0.69
H -0.48 -2.15 0.18
H -1.16 -1.49 1.67
H -2.13 -1.36 0.17
H -0.95 0.84 0.78
H 1.65 -0.69 0.25
H 1.42 0.62 1.41
H 2.32 1.74 -0.79
H -1.47 0.78 -1.44
N 0.45 1.25 -1.58
N -0.59 0.32 -1.20
*
```

two:
Entry from OMol25: a structure of composition C4H8N2 (ωB97M-V with the def2-TZVPD basis set).

For the HOMO-LUMO gap, the calculation gives 9.777 eV.

Geometry as ORCA input:
```
! RIJCOSX wB97M-V def2-TZVPD def2/J DEFGRID3
* xyz 0 1
C -0.71 0.96 -0.42
C 0.14 -0.27 -0.09
C 1.60 -0.01 0.05
N -0.20 -1.44 -0.85
C -0.72 0.16 0.96
N -1.47 0.36 1.96
H -1.75 1.12 1.28
H -1.48 0.80 -1.18
H -0.16 1.90 -0.56
H 2.00 0.12 -0.95
H 2.10 -0.86 0.54
H 1.80 0.89 0.65
H 0.13 -2.27 -0.37
H -1.22 -1.52 -0.94
*
```

Name the least stable of them. two.

one:
Entry from OMol25: the molecule C4H8N2 (ωB97M-V with the def2-TZVPD basis set).

For the HOMO-LUMO gap (spin up / spin down), the calculation gives 8.211 / 8.211 eV.

Geometry as ORCA input:
```
! RIJCOSX wB97M-V def2-TZVPD def2/J DEFGRID3
* xyz 0 1
C 0.50 -0.43 -0.01
C 1.75 -0.08 0.90
C -1.19 0.71 -1.40
C -0.68 0.52 -0.03
N -0.68 -2.86 1.17
N -0.26 -1.85 0.81
H 1.49 -0.06 2.01
H 1.93 0.98 0.52
H 2.63 -0.66 0.66
H -1.15 1.76 -1.72
H -2.15 0.19 -1.73
H -0.47 0.20 -2.07
H -1.52 0.12 0.64
H -0.20 1.46 0.25
*
```

two:
Entry from OMol25: the molecule C4H8N2 (ωB97M-V with the def2-TZVPD basis set).

For the HOMO-LUMO gap, the calculation gives 9.857 eV. The SMILES is CCNCC#N.

Geometry as ORCA input:
```
! RIJCOSX wB97M-V def2-TZVPD def2/J DEFGRID3
* xyz 0 1
C 2.00 0.23 0.22
C 0.50 0.19 0.46
N -0.15 -0.49 -0.63
C -1.58 -0.18 -0.80
C -2.32 0.13 0.46
N -2.82 0.36 1.48
H 2.24 0.79 -0.69
H 2.39 -0.79 0.11
H 2.51 0.70 1.07
H 0.25 -0.29 1.41
H 0.11 1.22 0.53
H 0.11 -1.44 -0.82
H -2.14 -0.97 -1.33
H -1.12 0.56 -1.47
*
```

three:
Entry from OMol25: the molecule C4H8N2 (ωB97M-V with the def2-TZVPD basis set).

For the HOMO-LUMO gap, the calculation gives 10.353 eV. The SMILES is C1N[C@H]1[C@H]1CN1.

Geometry as ORCA input:
```
! RIJCOSX wB97M-V def2-TZVPD def2/J DEFGRID3
* xyz 0 1
C -0.88 1.42 -0.81
N -0.34 1.81 0.49
C 0.44 0.92 -0.36
C 0.44 -0.58 -0.26
C 0.90 -1.46 0.84
N -0.52 -1.14 0.69
H -0.97 2.16 -1.59
H -1.67 0.67 -0.78
H -0.82 1.30 1.22
H 1.36 1.37 -0.74
H 0.47 -1.02 -1.25
H 1.40 -1.07 1.71
H 1.21 -2.47 0.56
H -1.04 -1.91 0.29
*
```

Name the least stable of them. one.

one:
Entry from OMol25: the molecule C4H8N2 (ωB97M-V with the def2-TZVPD basis set).

For the HOMO-LUMO gap, the calculation gives 9.316 eV.

Geometry as ORCA input:
```
! RIJCOSX wB97M-V def2-TZVPD def2/J DEFGRID3
* xyz 0 1
C -1.88 1.12 0.19
C -2.02 -0.10 -0.24
C 0.81 0.33 -0.38
C 2.34 0.25 -0.02
N -1.06 -1.15 -0.04
N 0.28 -0.71 0.19
H -2.78 1.78 0.26
H -0.92 1.61 0.54
H -2.91 -0.55 -0.82
H 2.90 0.42 -0.99
H 2.65 -0.76 0.42
H 2.59 1.07 0.77
H -0.95 -1.96 -0.64
H 0.95 -1.35 0.76
*
```

two:
Entry from OMol25: the molecule C4H8N2 (ωB97M-V with the def2-TZVPD basis set).

For the HOMO-LUMO gap, the calculation gives 10.449 eV. The SMILES is CN(C)CC#N.

Geometry as ORCA input:
```
! RIJCOSX wB97M-V def2-TZVPD def2/J DEFGRID3
* xyz 0 1
C 1.54 0.07 0.33
C -0.62 -0.37 1.22
C -0.32 0.31 -1.10
C -1.59 -0.31 -1.57
H 2.22 -0.65 0.95
H 2.19 0.06 -0.53
H 1.51 1.16 0.65
H -1.58 -1.07 1.23
H -0.90 0.80 1.39
H 0.03 -0.65 2.08
H -0.39 1.35 -0.83
H 0.39 0.27 -1.94
N 0.21 -0.48 -0.01
N -2.70 -0.49 -1.87
*
```

three:
Entry from OMol25: a cluster of 2 separate species, C4H8N2 in total (ωB97M-V with the def2-TZVPD basis set).

For the HOMO-LUMO gap, the calculation gives 9.697 eV. The SMILES is C#CNC.C=N.

Geometry as ORCA input:
```
! RIJCOSX wB97M-V def2-TZVPD def2/J DEFGRID3
* xyz 0 1
C 2.23 0.08 -0.08
N 0.87 0.11 0.44
H 0.85 0.06 1.45
H -0.71 1.31 0.06
H 2.20 0.16 -1.17
H 2.78 0.94 0.32
H 2.77 -0.84 0.19
C -1.83 1.11 -0.22
N -2.76 0.50 0.38
C -0.05 -0.73 -0.16
C -0.51 -1.83 -0.44
H -2.46 -0.38 0.80
H -2.14 1.99 -0.78
H -1.24 -2.51 -0.78
*
```

four:
Entry from OMol25: the molecule C4H8N2 (ωB97M-V with the def2-TZVPD basis set).

For the HOMO-LUMO gap, the calculation gives 9.612 eV. The SMILES is [H]/N=C(\C=N\[H])CC.

Geometry as ORCA input:
```
! RIJCOSX wB97M-V def2-TZVPD def2/J DEFGRID3
* xyz 0 1
C 0.36 0.92 -0.29
C 1.56 0.49 0.55
C -1.17 0.26 -0.24
C -0.71 -1.11 -0.08
N -2.15 0.97 0.00
N -0.06 -1.74 -0.98
H -3.02 0.51 0.24
H 0.05 -2.73 -0.79
H -1.20 -1.59 0.78
H 0.14 1.96 -0.09
H 0.61 0.83 -1.35
H 2.37 1.21 0.41
H 1.92 -0.48 0.23
H 1.30 0.48 1.61
*
```

Name the least stable of them. three.

one:
Entry from OMol25: a cluster of 2 separate species, C4H8N2 in total (ωB97M-V with the def2-TZVPD basis set).

For the HOMO-LUMO gap (spin up / spin down), the calculation gives 8.772 / 7.408 eV.

Geometry as ORCA input:
```
! RIJCOSX wB97M-V def2-TZVPD def2/J DEFGRID3
* xyz 0 1
C 0.29 -0.94 1.21
C -1.01 1.16 0.40
C 2.05 0.16 -0.54
C -0.62 -0.31 0.25
N 0.89 -1.44 2.08
N -1.24 -1.05 -0.70
H -1.71 1.35 1.28
H -0.09 1.82 0.40
H -1.52 1.46 -0.51
H 2.05 0.84 0.36
H 1.46 0.50 -1.38
H 2.30 -0.91 -0.67
H -1.09 -2.09 -0.72
H -1.76 -0.57 -1.48
*
```

two:
Entry from OMol25: the molecule C4H8N2 (ωB97M-V with the def2-TZVPD basis set).

For the HOMO-LUMO gap, the calculation gives 7.204 eV.

Geometry as ORCA input:
```
! RIJCOSX wB97M-V def2-TZVPD def2/J DEFGRID3
* xyz 0 1
C -1.22 -0.68 0.16
C 1.27 -0.64 0.12
C 1.22 0.77 0.02
C -1.24 0.79 -0.06
H -2.11 -1.19 -0.26
H -1.32 -0.91 1.24
H 0.00 -1.25 -1.29
H 1.35 -0.93 1.34
H 2.19 -1.02 -0.40
H 1.99 1.48 0.03
H 0.10 2.28 -0.54
H -2.21 1.37 0.07
N 0.00 -1.45 -0.32
N -0.03 1.38 -0.09
*
```

Name the least stable of them. one.

one:
Entry from OMol25: the molecule C4H8N2 (ωB97M-V with the def2-TZVPD basis set).

For the HOMO-LUMO gap, the calculation gives 7.791 eV.

Geometry as ORCA input:
```
! RIJCOSX wB97M-V def2-TZVPD def2/J DEFGRID3
* xyz 0 1
C -0.97 -0.13 1.67
N -1.99 -0.50 0.71
C -0.62 -1.03 0.54
C 0.25 -0.62 -0.59
C 1.57 1.11 -1.63
N 1.05 0.46 -0.59
H -1.09 -0.55 2.68
H -0.59 0.89 1.67
H -2.13 0.26 0.04
H -0.61 -2.10 0.76
H 0.18 -1.13 -1.54
H 1.23 0.76 -2.60
H 2.44 1.74 -1.52
H 1.25 0.84 0.33
*
```

two:
Entry from OMol25: the molecule C4H8N2 (ωB97M-V with the def2-TZVPD basis set).

For the HOMO-LUMO gap (spin up / spin down), the calculation gives 7.719 / 7.716 eV.

Geometry as ORCA input:
```
! RIJCOSX wB97M-V def2-TZVPD def2/J DEFGRID3
* xyz 0 1
C -0.29 1.32 0.52
N -0.38 0.07 -0.24
C -1.44 -0.86 0.12
C 0.68 -0.31 -0.95
C 2.04 -0.08 -0.40
N 2.85 0.65 0.10
H -1.18 1.43 1.14
H -0.22 2.17 -0.16
H 0.61 1.31 1.15
H -1.27 -1.25 1.13
H -1.43 -1.70 -0.58
H -2.42 -0.37 0.08
H 0.55 -1.12 -1.66
H 1.91 -1.26 -0.26
*
```

three:
Entry from OMol25: the molecule C4H8N2 (ωB97M-V with the def2-TZVPD basis set).

For the HOMO-LUMO gap, the calculation gives 10.412 eV. The SMILES is C/N=C/[C@H]1CN1.

Geometry as ORCA input:
```
! RIJCOSX wB97M-V def2-TZVPD def2/J DEFGRID3
* xyz 0 1
C 2.21 -0.02 -0.08
N 1.49 -1.25 0.18
C 1.00 -0.37 -0.87
C -0.31 0.27 -0.60
C -2.21 0.43 0.73
N -0.79 0.22 0.57
H 3.19 -0.15 -0.53
H 2.11 0.81 0.62
H 0.86 -1.11 0.98
H 1.10 -0.75 -1.89
H -0.89 0.65 -1.46
H -2.61 -0.59 0.85
H -2.69 0.89 -0.14
H -2.44 0.98 1.64
*
```

Name the least stable of them. two.

one:
Entry from OMol25: a structure of composition C18H20B2Br10O18V (ωB97M-V with the def2-TZVPD basis set).

For the HOMO-LUMO gap, the calculation gives 1.947 eV.

Geometry as ORCA input:
```
! RIJCOSX wB97M-V def2-TZVPD def2/J DEFGRID3
* xyz -1 1
O 4.79 -6.30 2.40
V 3.42 -6.92 1.85
O 3.56 -7.57 0.38
O -1.58 3.59 -3.20
C -1.55 2.74 -2.32
O -1.40 1.38 -2.33
B -1.51 0.85 -0.98
O -1.63 1.93 -0.11
C -1.76 3.02 -0.85
O -2.00 4.11 -0.31
O -0.36 -0.07 -0.63
C -0.79 -1.19 -0.28
O -0.14 -2.15 0.08
C -2.38 -1.12 -0.35
O -2.72 0.01 -0.74
O -3.08 -2.05 0.01
O -2.88 -12.84 8.13
C -2.41 -11.70 8.25
O -1.89 -10.83 7.37
B -1.79 -9.51 8.02
O -1.72 -9.83 9.44
C -2.24 -11.15 9.56
O -2.52 -11.71 10.63
O -2.87 -8.64 7.63
C -2.39 -7.65 6.90
O -3.12 -6.83 6.32
C -0.87 -7.81 6.78
O -0.59 -8.90 7.43
O -0.07 -7.22 6.04
Br 0.67 -2.98 -5.75
C 2.29 -2.13 -6.44
C 3.46 -3.07 -6.52
Br 5.00 -2.00 -7.30
H 2.56 -1.47 -5.62
H 2.12 -1.65 -7.40
H 3.13 -3.86 -7.19
H 3.69 -3.55 -5.56
Br 0.98 9.42 -10.94
C 0.76 9.70 -8.94
C -0.12 10.84 -8.71
Br 0.91 12.44 -9.31
H 1.75 9.85 -8.50
H 0.48 8.72 -8.54
H -0.40 10.95 -7.66
H -1.06 10.85 -9.27
Br 5.78 5.35 -3.55
C 5.12 4.33 -5.17
C 5.97 4.57 -6.35
Br 7.68 3.57 -6.36
H 4.09 4.64 -5.35
H 5.15 3.26 -4.97
H 6.25 5.61 -6.47
H 5.55 4.46 -7.35
Br -6.99 6.08 5.55
C -6.47 4.27 5.05
C -6.86 3.87 3.57
Br -6.95 1.87 3.47
H -6.82 3.62 5.85
H -5.39 4.13 5.04
H -6.14 4.19 2.81
H -7.74 4.29 3.09
Br 4.44 0.60 4.90
C 2.52 0.51 4.40
C 1.52 0.56 5.57
Br -0.32 0.19 4.87
H 2.37 -0.44 3.89
H 2.35 1.32 3.69
H 1.49 1.57 5.99
H 1.69 -0.14 6.38
*
```

two:
Entry from OMol25: a structure of composition C18H20B2Br10O18V (ωB97M-V with the def2-TZVPD basis set).

For the HOMO-LUMO gap, the calculation gives 1.813 eV.

Geometry as ORCA input:
```
! RIJCOSX wB97M-V def2-TZVPD def2/J DEFGRID3
* xyz -1 1
O 3.43 9.00 2.12
V 3.79 7.47 2.08
O 3.37 6.73 3.46
O 0.78 -2.23 -2.05
C 0.18 -1.43 -1.38
O -0.16 -0.25 -1.74
B -0.55 0.54 -0.58
O -0.76 -0.44 0.48
C -0.37 -1.56 0.01
O -0.35 -2.60 0.60
O -1.78 1.27 -0.89
C -1.63 2.59 -0.76
O -2.37 3.54 -0.98
C -0.09 2.79 -0.31
O 0.47 1.61 -0.31
O 0.52 3.88 -0.23
O 7.49 -0.21 0.29
C 8.17 0.17 1.20
O 9.19 -0.41 1.92
B 9.90 0.57 2.72
O 8.91 1.62 2.85
C 7.95 1.54 1.94
O 7.09 2.44 1.72
O 11.08 1.01 2.05
C 12.05 0.67 2.73
O 13.20 0.60 2.18
C 11.60 0.18 4.15
O 10.29 0.13 4.04
O 12.30 -0.19 5.13
Br -4.92 4.25 4.70
C -3.25 4.60 5.70
C -2.75 6.02 5.42
Br -4.06 7.33 6.01
H -2.48 3.90 5.37
H -3.53 4.57 6.75
H -2.45 6.26 4.40
H -1.88 6.11 6.08
Br -1.09 -10.61 -4.08
C -2.20 -9.55 -5.41
C -1.98 -8.03 -5.31
Br -0.37 -7.48 -6.47
H -3.22 -9.73 -5.08
H -2.17 -10.01 -6.39
H -1.81 -7.80 -4.26
H -2.89 -7.57 -5.71
Br -5.79 -1.99 -6.61
C -5.92 -0.33 -5.43
C -6.95 0.59 -6.10
Br -6.38 1.03 -7.99
H -4.94 0.15 -5.38
H -6.34 -0.56 -4.46
H -7.06 1.59 -5.68
H -7.91 0.08 -6.16
Br 5.04 -5.69 1.83
C 5.20 -6.12 3.75
C 4.02 -5.64 4.55
Br 4.56 -5.64 6.40
H 6.14 -5.65 4.06
H 5.28 -7.19 3.91
H 3.19 -6.29 4.30
H 3.70 -4.65 4.24
Br -9.04 6.14 -3.73
C -10.19 4.66 -3.01
C -9.51 4.08 -1.83
Br -10.22 2.31 -1.55
H -10.26 3.90 -3.78
H -11.13 5.13 -2.73
H -9.75 4.68 -0.95
H -8.42 4.10 -1.80
*
```

Name the least stable of them. two.